213
Properties=species:S:1:pos:R:3 method="wB97M-V/def2-TZVPD" s2=15.8264 total_charge=+2 e_lumo_ha="-0.250 / -0.313" multiplicity=8 orbital_gap_ha="0.1719 / 0.1089" e_homo_ha="-0.42152 / -0.42152" largest_force_ev_per_a=6.2 molar_mass_g_mol=1450.456 e_tot_ev=-187796.8831
V 3.657 -1.558 0.746
V -3.898 1.080 -2.686
P -6.382 -0.917 -3.056
F -7.619 -0.532 -3.983
F -7.335 -1.863 -2.090
F -5.965 -2.171 -3.978
F -5.155 -0.994 -1.930
F -5.398 0.102 -3.898
F -6.853 0.395 -2.276
C -0.450 2.155 -0.423
C -1.456 1.639 -1.265
C -1.479 0.122 -1.523
O -2.423 -0.329 -2.198
C -0.515 -0.685 -0.877
C 0.473 -0.124 -0.105
C 0.406 1.330 0.226
O 1.189 1.908 1.133
O 1.433 -0.989 0.208
O -2.337 2.287 -1.853
H -0.438 3.200 -0.151
H -0.606 -1.716 -1.184
C 4.834 -3.515 3.170
O 4.797 -3.273 1.679
C 5.253 -4.355 0.890
C 4.946 -3.955 -0.538
N 3.620 -3.340 -0.585
C 3.410 -2.842 -1.912
C 3.909 -1.434 -2.228
O 3.998 -0.511 -1.130
C 3.668 0.833 -1.382
H 4.111 -4.299 3.391
H 4.487 -2.615 3.678
H 5.829 -3.674 3.586
H 4.624 -5.208 1.146
H 6.324 -4.538 0.980
H 4.883 -4.858 -1.146
H 5.699 -3.234 -0.859
H 2.959 -4.101 -0.641
H 2.332 -2.708 -1.813
H 3.468 -3.464 -2.805
H 3.294 -0.945 -2.983
H 4.861 -1.489 -2.756
H 4.256 1.226 -2.212
H 4.053 1.346 -0.501
H 2.599 0.907 -1.582
C 5.287 4.245 -0.861
O 4.634 4.821 0.309
C 4.032 6.086 0.180
C 3.639 6.694 1.510
N 2.122 6.886 1.758
C 1.397 5.566 1.678
C -0.092 5.694 2.231
O -0.174 6.086 3.613
C -1.516 5.960 4.059
H 6.004 4.900 -1.356
H 4.543 3.917 -1.587
H 5.696 3.248 -0.695
H 3.156 6.011 -0.464
H 4.740 6.707 -0.369
H 4.083 7.669 1.714
H 3.927 6.023 2.319
H 1.906 7.240 2.679
H 2.008 4.799 2.154
H 1.427 5.354 0.609
H -0.567 4.727 2.064
H -0.516 6.416 1.534
H -2.104 6.718 3.542
H -1.601 6.244 5.108
H -1.952 4.980 3.869
C 1.001 -7.342 2.541
O 1.157 -6.702 1.237
C -0.050 -6.438 0.504
C 0.158 -5.413 -0.614
N 1.528 -5.480 -1.106
C 1.576 -6.560 -2.092
C 2.871 -6.486 -2.974
O 4.152 -6.742 -2.330
C 5.305 -6.316 -3.083
H 0.480 -6.591 3.135
H 1.940 -7.617 3.020
H 0.423 -8.266 2.517
H -0.733 -5.918 1.175
H -0.549 -7.360 0.207
H -0.070 -4.402 -0.277
H -0.681 -5.588 -1.287
H 1.962 -5.871 -0.282
H 0.768 -6.451 -2.815
H 1.492 -7.551 -1.647
H 2.868 -5.517 -3.475
H 2.830 -7.180 -3.814
H 5.153 -5.329 -3.520
H 5.354 -7.004 -3.927
H 6.291 -6.417 -2.629
C -3.182 -3.644 -2.055
O -3.271 -4.941 -1.425
C -3.703 -4.874 -0.103
C -4.221 -6.243 0.454
N -3.204 -7.241 0.152
C -3.544 -8.650 0.336
C -2.371 -9.552 0.689
O -1.510 -9.614 -0.388
C -0.262 -10.192 -0.063
H -4.102 -3.065 -1.971
H -2.998 -3.761 -3.122
H -2.261 -3.178 -1.706
H -4.484 -4.123 0.014
H -2.903 -4.462 0.513
H -5.155 -6.561 -0.010
H -4.415 -6.145 1.522
H -2.747 -7.061 -0.730
H -4.058 -9.038 -0.544
H -4.322 -8.697 1.098
H -2.690 -10.556 0.971
H -1.931 -9.202 1.622
H -0.349 -11.274 -0.169
H 0.224 -9.878 0.861
H 0.370 -9.835 -0.877
C -4.908 1.297 0.487
O -4.761 1.787 -0.809
C -5.511 3.000 -1.033
C -4.978 3.695 -2.287
N -4.955 2.895 -3.513
C -4.047 3.429 -4.514
C -3.673 2.260 -5.475
O -3.059 1.225 -4.727
C -2.115 0.372 -5.358
H -5.950 0.988 0.581
H -4.686 2.013 1.278
H -4.394 0.341 0.588
H -5.378 3.659 -0.175
H -6.560 2.720 -1.129
H -3.957 3.955 -2.010
H -5.477 4.644 -2.485
H -5.792 3.164 -4.011
H -3.122 3.763 -4.043
H -4.427 4.208 -5.175
H -2.993 2.570 -6.268
H -4.506 1.754 -5.962
H -1.735 -0.319 -4.605
H -1.340 0.787 -6.002
H -2.679 -0.264 -6.041
C -2.732 9.643 -4.830
O -3.176 8.393 -5.284
C -3.986 7.710 -4.359
C -3.274 7.201 -3.087
N -2.370 6.087 -3.266
C -1.638 5.532 -2.150
C -0.298 5.056 -2.605
O 0.551 6.165 -3.008
C 1.811 5.633 -3.320
H -2.183 9.407 -3.919
H -3.572 10.324 -4.693
H -2.026 10.215 -5.433
H -4.497 6.862 -4.816
H -4.775 8.402 -4.064
H -4.059 6.926 -2.383
H -2.881 8.019 -2.483
H -1.605 6.344 -3.873
H -2.153 4.787 -1.542
H -1.435 6.411 -1.538
H -0.389 4.205 -3.280
H 0.194 4.727 -1.690
H 2.359 5.364 -2.417
H 2.347 6.357 -3.934
H 1.781 4.751 -3.960
C 3.327 3.896 4.451
O 4.108 2.796 3.949
C 4.261 2.664 2.541
C 4.612 1.229 2.161
N 3.514 0.301 2.033
C 3.136 -0.058 3.393
C 2.238 -1.296 3.542
O 2.434 -2.265 2.473
C 1.558 -3.344 2.611
H 3.788 4.786 4.022
H 3.324 3.951 5.539
H 2.330 3.743 4.037
H 5.014 3.351 2.156
H 3.297 2.809 2.053
H 5.312 0.911 2.934
H 5.180 1.446 1.256
H 2.776 0.896 1.686
H 2.691 0.791 3.911
H 4.025 -0.332 3.961
H 1.186 -1.016 3.478
H 2.263 -1.616 4.583
H 1.832 -4.112 3.335
H 1.479 -3.868 1.659
H 0.559 -2.933 2.759
C -2.547 -2.088 2.087
O -2.546 -1.092 3.060
C -1.692 0.030 2.789
C -1.428 0.782 4.084
N -0.729 2.048 3.963
C -0.628 2.849 5.216
C 0.079 2.084 6.351
O 1.501 1.903 6.140
C 2.116 0.843 6.824
H -3.377 -2.787 2.193
H -1.649 -2.637 2.369
H -2.367 -1.730 1.073
H -2.132 0.713 2.063
H -0.742 -0.397 2.467
H -0.970 0.049 4.748
H -2.430 0.958 4.474
H 0.057 2.021 3.329
H -1.595 3.142 5.624
H -0.069 3.753 4.974
H -0.449 1.143 6.509
H 0.041 2.661 7.275
H 3.163 0.750 6.533
H 1.704 -0.149 6.636
H 2.181 0.995 7.901